Record 1
Entry from the Open Molecules 2025 dataset: a molecular structure, C16H16MnN3O15P2S (ωB97M-V/def2-TZVPD).

```
54
Properties=species:S:1:pos:R:3:forces:R:3
Mn 1.081 -1.006 -1.079 0.2251 0.0196 -0.5249
O 0.110 3.094 -1.630 -0.0051 0.0970 -0.0752
C 0.151 1.848 -1.151 0.0390 -0.0666 0.0880
O 0.969 1.050 -1.536 -0.0598 -0.1353 0.0570
C -0.868 1.565 -0.100 0.0756 -0.0398 -0.0948
C -1.826 2.504 0.252 0.0471 0.0179 0.0212
C -2.725 2.170 1.248 -0.0396 0.0295 0.0149
C -2.601 0.938 1.863 -0.0750 -0.0494 -0.0691
C -1.595 0.074 1.442 0.1442 0.0595 0.0487
N -0.749 0.369 0.464 -0.1532 -0.0495 0.0394
C -1.397 -1.256 2.132 -0.0428 0.0421 0.1141
O -1.683 -1.238 3.459 0.0798 -0.0075 -0.0975
O -1.059 -2.245 1.567 -0.1052 -0.0844 -0.0531
H 0.834 3.161 -2.272 -0.0132 -0.0022 0.0131
H -1.852 3.464 -0.244 -0.0035 -0.0121 -0.0062
H -3.503 2.861 1.546 0.0029 -0.0015 -0.0051
H -3.286 0.627 2.641 0.0201 0.0204 0.0141
H -1.490 -0.349 3.807 0.0733 -0.0707 0.0196
O -3.032 -1.988 -1.109 -0.0269 -0.0405 -0.0229
P -1.725 -2.409 -1.955 -0.0021 0.0451 -0.0368
O -2.055 -2.911 -3.314 -0.0189 0.0048 0.0028
O -0.765 -1.225 -1.944 -0.0370 0.0663 0.0312
O -1.177 -3.582 -1.025 0.0360 0.0116 0.0219
P 0.387 -4.124 -1.081 0.0219 -0.0258 -0.0974
O 0.502 -4.397 -2.676 0.0273 0.0496 -0.0158
O 0.505 -5.362 -0.306 -0.0041 0.0011 -0.0057
O 1.253 -2.939 -0.734 -0.0998 0.0161 0.2015
H -3.079 -2.552 -0.328 0.0150 0.0254 0.0248
H -0.301 -4.120 -3.146 -0.0269 -0.0526 -0.0074
O 3.934 1.171 -0.158 -0.0264 0.0043 -0.0244
C 3.005 0.608 0.408 0.0405 0.0018 0.0688
O 2.549 -0.568 0.198 0.0095 0.0031 0.0005
C 2.249 1.388 1.486 0.0053 0.0714 -0.0141
C 2.292 2.776 1.462 -0.0185 -0.0178 0.0089
C 1.507 3.555 2.317 -0.0010 -0.0114 0.0031
C 0.703 2.875 3.197 0.0126 0.0164 -0.0006
O -0.169 3.399 4.126 -0.0327 0.0045 0.0027
C -0.795 2.289 4.751 0.0094 0.0266 0.0195
O -0.244 1.090 4.205 0.0143 0.0672 0.0107
C 0.681 1.497 3.245 0.0117 0.0042 -0.0037
C 1.438 0.718 2.409 -0.0139 -0.0595 0.0182
H 2.951 3.238 0.738 0.0008 0.0052 0.0000
H 1.523 4.636 2.289 -0.0026 0.0012 0.0019
H -1.871 2.316 4.547 -0.0052 -0.0046 0.0003
H -0.604 2.317 5.826 0.0115 -0.0015 -0.0062
H 1.399 -0.365 2.402 0.0013 0.0079 -0.0020
N 0.206 -1.486 -4.545 0.1633 0.0058 0.0012
C 1.526 -1.698 -4.458 -0.1385 -0.0756 -0.0305
N 2.103 -2.367 -5.485 -0.0283 0.1117 0.0238
S 2.476 -1.159 -3.178 -0.1414 0.0651 0.2608
H -0.363 -2.139 -5.065 0.0126 -0.0219 -0.0169
H -0.243 -1.173 -3.683 0.0156 -0.0208 0.0432
H 1.626 -2.459 -6.364 -0.0070 -0.0208 0.0187
H 3.100 -2.477 -5.460 0.0130 -0.0304 0.0156
```
Forces are in eV/Å.

## Properties
net charge	-1
⟨S²⟩	0.834
HOMO level (alpha / beta)	-5.13 / -4.57	eV
gap between HOMO and LUMO (alpha / beta)	6.7 / 6.1	eV
multiplicity	2

Record 2
Entry from the Open Molecules 2025 dataset: C16H16N2O4S in the gas phase in a non-equilibrium geometry (ωB97M-V/def2-TZVPD).

```
39
Properties=species:S:1:pos:R:3:forces:R:3
O 0.575 -1.581 -3.552 0.4440 -0.5019 -0.1881
O 4.074 -0.426 -1.694 -0.2944 -1.6530 2.3777
N -3.913 -2.297 0.004 1.5694 0.2673 -0.1162
O 1.919 -3.268 -2.821 -0.1515 2.4163 2.5772
O 4.674 2.891 2.839 1.5533 -0.4108 1.3984
S -1.210 0.001 -1.837 0.7998 -0.4299 0.3958
C 1.258 -2.053 -2.681 0.3079 -0.7007 0.1831
C 3.532 -0.708 -0.625 -0.7863 2.9076 -4.0609
C 1.319 -1.409 -1.357 -3.4492 2.5982 0.4862
C 0.287 -0.539 -0.917 0.5659 -1.0797 -0.2490
C 3.907 1.193 1.116 -0.7454 -0.9583 1.1207
C 3.238 0.138 0.562 2.6499 1.5590 2.1615
C -4.407 -3.512 -0.137 -0.8451 -1.1672 -0.3067
C -2.771 -2.018 -0.691 -2.5327 -0.9649 -0.6726
C -3.919 -4.390 -1.054 2.2853 0.1921 -2.4714
C -2.183 -2.913 -1.641 -0.8001 2.4971 2.2448
C -2.822 -4.060 -1.892 -0.6632 -1.4133 0.6226
N 2.314 -1.448 -0.413 2.4004 -1.3055 -0.1996
C 3.775 1.842 2.565 -1.3726 0.6342 -2.2444
C -2.602 -0.546 -0.752 2.0800 0.0868 -0.7316
C 0.714 1.655 0.267 0.1369 0.4218 1.1764
C 2.009 -0.651 0.770 -1.1612 0.4501 0.7856
C 0.679 0.109 0.470 -0.2300 0.0811 -2.1126
H 1.611 -3.500 -3.659 -0.4906 -1.1899 -2.6190
H 4.953 2.719 3.786 -0.2201 0.6520 -1.8097
H 4.773 1.548 0.602 0.5982 0.0539 -0.3936
H -5.328 -3.872 0.328 0.2104 0.8395 0.5676
H -4.301 -5.292 -1.407 -1.5190 -1.4960 0.5387
H -1.365 -2.508 -2.138 1.2563 0.1648 -1.1427
H -2.486 -4.718 -2.705 -0.2783 0.1519 0.4872
H 3.953 1.054 3.239 -0.1588 -1.1690 0.9092
H 2.818 2.347 2.741 -0.5142 -0.9919 -0.2577
H -2.375 -0.127 0.170 0.3781 0.4969 2.0896
H -3.534 -0.066 -0.998 -0.2081 0.1476 -0.7982
H 0.885 2.096 1.284 -0.2764 -0.0945 -0.8039
H -0.201 2.136 -0.189 0.8696 -1.0085 0.6004
H 1.578 1.954 -0.318 -0.0102 -0.0249 -0.2758
H 2.018 -1.325 1.626 -0.4960 0.3904 0.3742
H 0.009 -0.077 1.276 -0.9019 -0.4487 0.3570
```
Forces are in eV/Å.

## Properties
structure (SMILES)	C[C@H]1C(SCc2ccccn2)=C(C(=O)O)N2C(=O)/C(=C/CO)[C@@H]12
HOMO level	-8.58	eV
gap between HOMO and LUMO	8.3	eV

Record 3
Entry from the Open Molecules 2025 dataset: a molecular structure, C16H16N2O5 in a non-equilibrium geometry (ωB97M-V/def2-TZVPD).

```
39
Properties=species:S:1:pos:R:3:forces:R:3
C -3.908 -1.824 1.499 0.9215 -3.3180 -4.6167
H -4.225 -2.364 0.553 -1.3726 -0.2104 1.7217
H -4.612 -1.241 1.925 -2.4240 1.2905 1.6966
H -3.374 -2.545 2.042 0.5420 -0.5845 1.3959
O -2.976 -1.047 0.831 2.3056 3.2789 0.3044
C -3.531 0.054 0.289 0.3873 0.6624 -2.2032
O -4.728 0.107 0.092 1.0979 0.7900 0.3812
C -2.439 1.117 -0.287 -0.3310 -6.9469 6.4433
C -1.193 1.055 0.279 3.9130 -1.2083 2.7587
C -0.118 1.872 -0.062 -3.5043 2.2163 -1.4264
C -0.525 3.084 -0.989 -9.2742 -9.5016 2.7984
C -1.852 3.049 -1.631 4.8532 -4.9486 5.4372
C -2.703 1.885 -1.229 -2.0138 9.6110 -6.3287
H -3.705 2.192 -1.480 -0.7005 -1.2697 -0.5625
H -1.990 3.691 -2.393 -1.1542 2.0799 -2.2938
H 0.226 3.535 -1.217 8.1883 6.3464 -3.0045
N 1.156 1.633 0.564 -2.1356 1.1841 0.4981
C 2.259 2.077 0.001 3.4722 4.2063 -4.7191
O 2.494 2.844 -1.190 -2.2920 -4.4537 6.4680
C 3.522 1.758 0.802 -4.6958 -5.3879 -6.5717
H 3.696 2.456 1.364 1.5241 7.3343 6.9013
H 4.252 1.861 0.119 2.6794 0.0015 -2.6941
C 3.508 0.438 1.395 6.5238 -1.1137 -6.6777
N 2.861 -0.633 0.662 9.3858 -0.8963 -10.1632
C 1.687 -1.005 0.492 -5.9847 -4.3225 9.5444
O 1.119 -0.824 1.705 -1.9770 0.1079 -3.4501
C 1.181 -2.289 -0.271 7.1027 9.9722 2.9138
C -0.051 -2.478 -0.416 -8.8220 -5.5360 0.8563
C -0.150 -3.465 -1.441 8.7124 3.1513 -1.3377
C 1.223 -3.356 -1.991 -2.7996 -1.5635 -4.1582
O 1.958 -2.408 -1.351 -0.7393 -3.9520 -0.9222
H 1.617 -3.769 -3.059 -0.7663 1.0798 3.0777
H -0.849 -3.959 -1.939 -3.1764 -2.0687 -1.4990
H -0.929 -2.593 0.261 1.2069 1.6375 -0.0002
H 3.362 -1.001 -0.363 -0.5947 1.7630 3.5411
H 4.576 0.227 1.635 -1.0045 -0.6993 0.0396
H 2.947 0.342 2.085 -6.2910 -0.1177 10.4082
H 1.142 1.198 1.583 0.0718 0.5944 -2.9427
H -0.922 0.326 1.133 -0.8346 0.7914 -1.6144
```
Forces are in eV/Å.

## Properties
HOMO level	-8.80	eV
gap between HOMO and LUMO	8.9	eV

Record 4
Entry from the Open Molecules 2025 dataset: a molecular structure, C16H16N2O6S in a non-equilibrium geometry (ωB97M-V/def2-TZVPD).

```
41
Properties=species:S:1:pos:R:3:forces:R:3
O -2.036 -3.129 -0.319 4.6011 -0.4684 -0.0107
C -0.750 -3.282 -0.269 -8.0406 0.9482 -0.9351
O -0.216 -4.048 0.572 -1.2838 -5.0086 4.5522
H -1.010 -4.643 1.065 2.9048 2.5988 -1.8178
C 0.192 -2.666 -1.139 2.7107 2.5001 11.0645
H 1.016 -3.177 -1.010 4.5538 -2.2438 -1.0329
H -0.284 -2.339 -1.810 -5.5454 3.7209 -10.9788
C 0.445 -1.201 -0.281 1.6332 -1.0253 3.9265
N -0.775 -0.376 -0.167 6.0300 -7.1732 14.5830
S -0.793 0.605 1.224 -8.2386 8.5544 -10.2095
O 0.004 0.375 2.266 6.0481 -3.0174 6.3367
O -0.789 2.094 0.662 0.0639 -5.7368 1.9433
C -2.529 0.174 1.638 1.1610 15.6853 -0.3719
C -3.405 0.856 0.661 0.5753 -7.2659 -5.0623
C -3.832 2.079 0.369 5.6565 3.8260 13.0771
C -4.655 2.465 -0.460 -4.9696 3.1150 -9.2454
C -4.921 1.416 -1.500 -5.4722 11.7053 -0.6335
C -4.598 0.202 -1.353 -0.3762 -5.0453 -5.4823
C -3.691 -0.042 -0.419 1.1234 -3.8043 5.4742
H -3.509 -1.131 -0.156 0.4154 1.3017 -0.8369
H -4.894 -0.469 -2.277 0.7054 0.6433 2.4034
H -5.673 1.987 -2.240 1.7030 -2.3800 0.9077
H -4.893 3.643 -0.618 0.1827 -3.3492 0.3567
H -3.586 2.862 1.420 -0.4538 -1.7560 -3.1970
H -2.704 1.116 2.409 0.8761 -2.9163 -0.1591
H -2.515 -0.683 1.958 -0.9067 -9.1676 3.1249
H -0.950 -0.109 -0.930 -3.9197 6.2884 -13.4684
C 1.676 -0.283 -0.742 -2.5773 -5.2340 5.4321
C 2.689 -0.283 0.180 4.1824 4.3081 -4.9506
C 3.850 0.478 -0.356 -5.2356 1.3726 -7.2120
C 3.768 1.209 -1.737 -1.5929 -2.8486 1.7949
C 2.598 0.873 -2.586 4.1645 -0.6668 8.8583
C 1.612 0.173 -1.955 -2.1695 0.3864 -6.1727
H 0.683 -0.139 -2.614 1.7729 0.8328 1.3929
H 2.531 1.275 -3.438 -0.6463 2.8158 -6.6921
H 4.630 1.894 -1.999 -1.2210 -1.0749 0.1327
N 5.023 0.715 0.213 -0.6079 -5.1901 12.5727
O 5.833 1.505 0.245 5.1375 6.8703 -5.4782
O 5.063 0.118 1.428 -1.6670 -1.8593 -2.4932
H 2.725 -0.536 1.157 -0.1871 -1.3434 2.7674
H 0.771 -1.588 1.033 -1.0903 1.1023 -4.2608
```
Forces are in eV/Å.

## Properties
HOMO level	-9.05	eV
gap between HOMO and LUMO	7.6	eV

Record 5
Entry from the Open Molecules 2025 dataset: C16H16N2OS in the gas phase (ωB97M-V/def2-TZVPD).

```
36
Properties=species:S:1:pos:R:3:forces:R:3
C 0.321 3.448 0.416 0.0593 0.4130 -0.0768
N -0.060 2.056 0.354 -0.3190 -0.2640 -0.2327
C 0.064 1.420 -0.816 0.0543 0.4672 -0.2614
S 0.732 2.105 -2.166 0.2402 0.0916 -0.4005
N -0.368 0.100 -0.963 0.1198 -0.4407 0.1793
C -1.562 -0.456 -0.550 0.0087 0.2220 0.2197
O -2.322 0.091 0.221 -0.1222 -0.0183 -0.1199
C -1.833 -1.796 -1.134 -0.1979 -0.3526 -0.0693
C -3.164 -2.188 -1.251 0.1025 0.1333 0.0442
C -3.484 -3.424 -1.779 -0.0290 -0.0011 -0.0001
C -2.477 -4.286 -2.179 0.0463 -0.0303 0.0004
C -1.150 -3.912 -2.044 0.0292 -0.1074 -0.0666
C -0.824 -2.672 -1.527 -0.0810 0.1433 0.0455
H 0.217 -2.405 -1.407 0.0837 0.0313 0.0081
H -0.364 -4.591 -2.342 0.0576 -0.0505 -0.0141
H -2.724 -5.254 -2.591 -0.0178 -0.0788 -0.0309
H -4.519 -3.716 -1.877 -0.0829 -0.0161 -0.0126
H -3.933 -1.503 -0.926 -0.0546 0.0471 0.0363
H 0.027 -0.307 -1.804 -0.1006 0.1739 0.1651
C -0.114 1.378 1.642 0.0308 -0.4052 0.2140
C 1.280 1.023 2.097 -0.0471 0.1133 0.1034
C 1.985 1.863 2.949 -0.0382 -0.0684 -0.0093
C 3.284 1.558 3.319 0.0865 0.0498 0.0521
C 3.892 0.413 2.837 0.0737 0.0021 0.0320
C 3.196 -0.431 1.988 0.0339 -0.0566 -0.0420
C 1.897 -0.127 1.621 -0.0223 -0.0231 0.0310
H 1.354 -0.789 0.962 -0.0527 -0.0620 -0.0599
H 3.665 -1.328 1.612 0.0379 -0.0756 -0.0260
H 4.906 0.176 3.123 0.0818 -0.0196 0.0289
H 3.822 2.219 3.984 0.0484 0.0483 0.0563
H 1.514 2.757 3.331 -0.0697 0.0957 0.0341
H -0.587 2.060 2.351 -0.0131 -0.0960 -0.0662
H -0.734 0.487 1.568 0.0363 0.1929 0.0398
H -0.242 3.934 1.211 -0.0070 -0.0587 0.0910
H 1.392 3.558 0.610 -0.0117 0.0176 -0.0366
H 0.093 3.929 -0.534 0.0361 -0.0173 0.1439
```
Forces are in eV/Å.

## Properties
structure (SMILES)	CN(Cc1ccccc1)C(=S)NC(=O)c1ccccc1
HOMO level	-8.29	eV
gap between HOMO and LUMO	8.5	eV

Record 6
Entry from the Open Molecules 2025 dataset: C16H16N4O3 in the gas phase (ωB97M-V/def2-TZVPD).

```
39
Properties=species:S:1:pos:R:3:forces:R:3
O -0.386 -2.843 0.503 -0.0735 0.0132 -0.0318
C -0.659 -1.672 0.590 0.4130 -0.5863 0.0737
O 0.193 -0.780 1.106 0.0675 0.2818 0.1424
H 0.993 -1.225 1.427 -0.1445 -0.2026 -0.1520
C -1.955 -1.090 0.160 -0.2867 0.2453 -0.0941
C -2.889 -1.963 -0.398 0.1838 0.0300 0.0646
C -4.136 -1.510 -0.779 -0.0195 0.0032 -0.0105
C -4.468 -0.176 -0.595 0.0382 0.0264 0.0085
C -3.548 0.699 -0.044 0.0704 0.0217 0.0333
C -2.283 0.258 0.327 -0.0750 -0.3775 0.1540
C -1.328 1.223 0.971 -0.2022 0.3898 -0.0322
O -1.285 1.374 2.175 -0.1446 -0.0556 0.1873
N -0.569 1.950 0.116 0.0762 0.0992 -0.0423
C -0.613 1.866 -1.322 0.0946 -0.0642 -0.2802
H -0.593 2.890 -1.715 -0.0894 -0.0801 -0.0158
C 0.595 1.071 -1.850 -0.2327 -0.0685 -0.1797
N 1.708 1.241 -0.946 -0.1513 0.1659 -0.0549
C 2.417 0.176 -0.526 0.4357 -0.3946 -0.0340
N 3.312 0.365 0.454 -0.1264 0.3337 0.0918
C 3.999 -0.691 0.842 -0.0133 -0.3222 -0.0622
C 3.820 -1.951 0.288 -0.0050 0.0193 0.0180
C 2.884 -2.033 -0.735 0.1621 0.0096 0.2125
N 2.193 -0.991 -1.150 -0.1123 0.0740 -0.2032
H 2.673 -2.965 -1.244 0.0469 -0.1197 0.0282
H 4.379 -2.808 0.622 0.0638 -0.0819 0.0324
H 4.717 -0.512 1.634 0.0745 -0.0872 0.0508
C 1.776 2.515 -0.276 0.0081 0.2102 0.0828
H 2.694 2.544 0.309 -0.1374 0.1558 -0.1005
C 0.551 2.708 0.638 0.1059 0.0595 0.2543
H 0.293 3.772 0.708 0.0732 -0.0452 0.0669
H 0.743 2.331 1.645 0.0167 0.1014 -0.1099
H 1.810 3.298 -1.041 0.0485 -0.0160 0.0583
H 0.375 0.003 -1.904 -0.0578 0.2136 -0.0671
H 0.866 1.421 -2.854 -0.0870 -0.0786 -0.0007
H -1.542 1.394 -1.644 0.1195 0.1276 -0.0479
H -3.808 1.737 0.106 -0.0245 0.0980 0.0135
H -5.446 0.183 -0.878 -0.0790 0.0340 -0.0198
H -4.852 -2.193 -1.210 -0.0495 -0.0621 -0.0319
H -2.609 -2.999 -0.514 0.0131 -0.0710 -0.0029
```
Forces are in eV/Å.

## Properties
structure (SMILES)	O=C(O)c1ccccc1C(=O)N1CCN(c2ncccn2)CC1
HOMO level	-8.42	eV
gap between HOMO and LUMO	8.8	eV